The following is a DFT calculation (ωB97M-V/def2-TZVPD) of an isolated molecule of C4H5NO.

XYZ file:
```
11
Properties=species:S:1:pos:R:3:forces:R:3:mulliken_charge:R:1
O -1.50883 -0.26588 -1.61692 0.305 0.113 -0.249 -0.476
C -0.62371 -0.32628 -0.55517 0.113 -0.812 0.294 0.558
C -0.59716 0.70917 0.50400 0.184 -0.202 0.146 -0.622
C 0.60826 0.59134 1.10169 -0.208 0.111 -0.016 -0.090
C 1.35131 -0.40516 0.35249 0.244 0.000 -0.378 -0.458
N 0.73846 -0.83571 -0.70426 0.913 0.501 -0.198 -0.579
H -1.12996 0.23190 -2.34961 0.088 0.059 0.096 0.326
H -0.69958 -1.34798 -0.10597 -1.738 0.322 0.517 0.159
H -1.41672 1.37723 0.75136 0.141 -0.273 -0.014 0.394
H 0.97503 1.10897 1.97954 -0.091 -0.030 -0.114 0.386
H 2.30290 -0.83759 0.64285 0.048 0.210 -0.084 0.403
```
Positions in Å, forces in eV/Å.

Summary:
**ΔE to the lowest compared entry with this formula, charge and spin**: 179.5 kJ/mol
**SMILES string**: O[C@@H]1C=CC=N1
**HOMO energy**: -9.676 eV
**LUMO energy**: 0.47 eV
**Largest force on an atom**: 1.84 eV/A

The following is a DFT calculation (ωB97M-V/def2-TZVPD) of a cluster of 2 separate species, C28H33NO3 in total.

XYZ file:
```
65
Properties=species:S:1:pos:R:3:forces:R:3:mulliken_charge:R:1
C 3.13286 -0.07204 3.03698 0.338 -0.134 0.500 -1.266
C 2.25964 1.07250 2.67283 -1.093 0.325 -0.668 -0.033
O 0.99349 0.50074 2.20637 0.276 1.745 -0.136 -0.326
C 0.17287 1.46024 1.66844 0.773 0.211 0.600 -0.285
C -1.11099 0.81403 1.20236 1.961 0.338 -1.619 1.864
C -2.08299 1.91230 1.03731 -1.292 2.096 -1.252 0.908
O -2.08994 2.69322 0.06655 -0.082 -1.463 1.871 -0.677
C -3.08767 2.12850 2.17024 0.703 0.315 -0.128 -1.090
C -4.26406 1.17233 2.07618 -0.688 -0.385 -0.119 -0.804
C -3.93768 -0.26198 1.64181 -0.014 -0.374 0.307 -0.284
C -2.78265 -0.87262 2.44526 -0.489 -0.318 -0.113 -1.136
C -1.37641 -0.32274 2.16351 0.178 -0.994 0.903 -1.140
O 0.48918 2.64579 1.63395 -0.693 -1.629 -0.091 -0.701
H 4.15023 0.29357 3.12587 0.294 -0.076 0.086 0.400
H 2.83082 -0.47011 3.99887 0.019 -0.228 0.181 0.386
H 3.10804 -0.87283 2.30598 -0.038 0.007 -0.202 0.199
H 2.00082 1.73231 3.51767 0.388 -0.170 -0.292 0.480
H 2.66705 1.68948 1.85344 -0.108 -0.232 0.393 0.051
H -2.54499 2.04992 3.12822 -0.200 -0.233 -0.233 0.289
H -3.44890 3.15799 2.10366 0.123 -0.106 -0.066 0.521
H -4.77747 1.15814 3.04546 0.077 -0.087 -0.102 0.371
H -4.99306 1.57007 1.36174 0.108 0.093 0.052 0.330
H -4.82855 -0.89609 1.80001 0.234 0.328 -0.110 0.464
H -3.72361 -0.31734 0.56069 0.053 0.095 0.331 -0.039
H -2.96238 -0.72254 3.52681 -0.221 -0.025 -0.462 0.415
H -2.78459 -1.96820 2.31703 0.013 0.378 -0.114 0.375
H -0.69904 -1.15515 1.87688 -0.403 0.533 0.261 0.096
H -1.04390 0.00138 3.17899 0.190 -0.174 -0.860 0.406
C 2.03083 2.77351 -1.03478 0.102 0.773 -0.271 -1.542
C 2.15876 1.32929 -0.76779 -1.724 -1.257 0.611 -0.043
N 3.34578 0.67792 -0.64774 1.074 0.038 0.219 0.252
C 4.66375 1.31594 -0.60727 -0.353 -0.248 -0.108 -1.034
C 3.12714 -0.66779 -0.40792 -0.615 -0.533 -0.402 -0.455
C 1.72215 -0.88220 -0.39815 0.347 0.749 -0.110 1.101
C 1.20658 -2.16899 -0.28209 0.823 -0.412 0.240 -0.071
C 2.12717 -3.21894 -0.16918 -0.792 -0.563 0.008 -1.103
C 3.51863 -3.02497 -0.18952 -0.206 1.061 -0.097 -0.817
C 4.02981 -1.72750 -0.33825 0.159 -0.166 0.128 -0.905
C 1.10101 0.40559 -0.60724 2.330 0.249 -0.245 0.831
C -0.30058 0.67406 -0.73292 -1.239 1.845 1.768 -0.425
C -1.01804 -0.08695 -1.77640 -1.205 -0.310 -0.583 0.209
C -0.31198 -0.83513 -2.74808 0.077 0.495 0.788 -0.509
C -0.96473 -1.54261 -3.73066 -0.698 0.180 0.257 -1.033
C -2.36504 -1.51247 -3.80716 0.949 0.381 -0.017 1.115
C -3.03543 -2.30325 -4.86794 -0.499 -0.443 -0.431 -1.496
C -3.05443 -0.67304 -2.93898 -0.803 -0.078 -0.088 -1.087
C -2.42260 0.03818 -1.93972 1.621 -0.188 0.198 -0.641
H 1.29372 2.87104 -1.84228 0.266 0.291 0.078 0.330
H 1.62045 3.31599 -0.16465 0.309 -0.246 -0.359 0.193
H 2.99438 3.23245 -1.34136 -0.756 -0.199 0.125 0.456
H 5.42178 0.57839 -0.90316 -0.229 0.339 0.053 0.351
H 4.66672 2.15226 -1.31307 0.216 -0.256 0.172 0.363
H 4.89725 1.69171 0.40009 -0.050 -0.106 -0.237 0.268
H 0.12804 -2.31243 -0.29322 0.253 -0.216 -0.006 0.621
H 1.73955 -4.25126 -0.10167 0.272 0.643 0.041 0.360
H 4.18715 -3.87022 -0.09631 -0.013 0.030 -0.078 0.416
H 5.09969 -1.51953 -0.42494 -0.288 -0.319 0.167 0.276
H -0.56716 1.76217 -0.69785 0.475 -1.064 -0.764 1.386
H 0.77365 -0.82364 -2.73341 -0.180 -0.110 0.079 0.432
H -0.38289 -2.11296 -4.44024 -0.035 -0.088 -0.124 0.416
H -4.10997 -2.09524 -4.89192 0.146 -0.109 -0.067 0.356
H -2.61863 -2.09306 -5.86302 -0.103 0.006 0.253 0.338
H -2.89391 -3.37784 -4.68572 -0.118 0.195 -0.070 0.311
H -4.13832 -0.56799 -3.05250 0.317 -0.090 0.005 0.290
H -2.93636 0.72867 -1.28613 -0.239 -0.113 -0.051 0.718
```
Positions in Å, forces in eV/Å.

Summary:
**ΔE to the lowest compared entry with this formula, charge and spin**: 0.0 kJ/mol
**HOMO energy**: -7.388 eV
**LUMO energy**: 0.30 eV
**Largest force on an atom**: 2.84 eV/A

The following is a DFT calculation (ωB97M-V/def2-TZVPD) of a structure of composition C26H51FeNO4P2.

XYZ file:
```
85
Properties=species:S:1:pos:R:3:forces:R:3:mulliken_spin:R:1
Fe 12.35088 11.80557 7.30844 -0.982 1.306 0.074 4.428
C 14.70119 12.43085 9.43300 -1.515 -2.362 -0.465 0.022
N 13.78621 13.05315 8.45864 1.589 0.770 -0.047 0.049
C 12.89635 14.03856 9.15532 -0.149 -0.431 -0.069 -0.018
C 14.71485 13.73135 7.44478 0.908 -1.660 1.830 0.007
C 13.98443 13.93256 6.20348 -1.173 -0.075 -1.427 -0.080
C 14.37128 14.82966 5.22593 0.658 0.944 -0.135 0.009
C 13.68299 15.04828 4.04588 -0.458 -0.431 -1.280 0.021
C 12.48919 14.31965 3.86879 -0.196 1.685 -1.274 0.014
C 12.05314 13.44882 4.82557 -0.846 -0.304 0.352 -0.188
C 12.80340 13.22882 5.97446 0.121 -0.263 -0.157 0.382
H 15.49612 13.03105 9.83292 0.359 0.522 -0.128 0.004
H 15.03309 11.47371 8.97056 0.562 0.807 0.314 -0.002
H 14.06099 12.08362 10.22505 -0.042 0.004 0.794 0.003
H 13.33193 14.35588 10.13976 -0.461 -0.275 -0.932 0.002
H 11.90527 13.53446 9.24122 0.642 0.840 0.451 0.016
H 12.81939 14.87345 8.46493 -0.347 0.285 0.256 0.001
H 15.59448 13.02149 7.42700 -0.872 0.458 -0.772 0.001
H 15.21057 14.60713 7.87314 -0.565 0.369 0.078 0.004
H 15.19839 15.45904 5.47156 0.752 0.295 -0.149 0.005
H 14.03802 15.70678 3.18910 -0.387 -0.664 1.645 0.001
H 11.78036 14.59118 3.04390 0.992 -0.491 0.591 0.001
H 11.04166 13.05339 4.71393 0.360 -0.261 0.184 0.022
C 8.01287 9.67643 5.70518 0.945 0.029 -0.497 0.001
C 7.50714 10.16833 7.03505 0.078 0.693 0.863 -0.001
C 6.36588 11.15917 6.91160 -0.377 -0.656 0.326 0.000
C 7.17435 9.04661 8.01671 0.638 -0.781 0.500 -0.001
O 8.63324 10.88838 7.67612 0.205 -0.217 0.028 0.008
P 9.24926 12.29485 7.28147 -1.307 0.679 -0.482 -0.008
O 9.27309 12.58606 5.80710 0.223 -0.262 1.587 0.006
O 10.61839 12.20625 8.02857 1.219 -0.293 -0.593 0.135
O 8.35441 13.30366 8.15588 0.782 0.118 -0.707 0.001
C 8.20397 14.80703 8.13876 0.411 -0.672 0.845 0.000
C 6.93542 15.07511 7.38206 -1.854 -0.936 0.183 0.000
C 8.10389 15.11580 9.64117 0.620 0.551 0.786 0.000
C 9.37873 15.57411 7.49949 -0.267 -1.258 0.827 0.000
H 7.36816 8.88263 5.31027 -0.418 0.748 -0.440 0.000
H 8.91407 9.06342 5.91376 0.038 0.677 -0.168 -0.001
H 8.26142 10.58770 5.03893 -0.527 -1.858 0.759 0.000
H 5.47299 10.53724 6.60309 0.684 1.231 0.195 0.000
H 6.68955 11.91079 6.18552 -0.618 -0.047 -0.117 0.000
H 6.22980 11.66599 7.89700 -0.242 -0.509 -0.773 0.000
H 6.30325 8.42807 7.67343 0.697 0.723 0.414 0.000
H 7.05609 9.42565 9.06362 -0.363 -0.121 -1.017 0.000
H 8.05898 8.36802 8.09976 -0.623 0.303 -0.242 0.000
H 6.06754 14.45702 7.85132 1.485 1.009 -0.864 0.000
H 7.00514 14.81692 6.29225 0.049 0.283 1.002 0.000
H 6.67476 16.12960 7.51929 -0.030 -0.095 -0.262 0.000
H 7.21155 14.74576 10.17356 -0.040 0.363 -0.717 0.000
H 8.28328 16.20530 9.86435 -0.498 -0.967 -0.339 0.000
H 8.90440 14.58022 10.17330 0.099 0.181 -0.383 0.000
H 9.41332 15.25337 6.47891 0.568 -0.038 -0.684 -0.001
H 10.32134 15.47204 8.04078 0.039 -0.606 -0.159 0.001
H 9.20695 16.62070 7.55575 -0.636 0.970 -0.147 0.000
C 15.51519 9.90666 4.83437 -0.081 1.189 0.120 0.005
C 14.88250 9.86967 6.21490 0.789 -0.218 2.116 -0.018
C 15.73638 8.86486 7.10594 -0.246 0.615 -2.083 0.006
P 13.03996 9.67661 6.35984 -0.480 -1.569 0.265 0.059
C 12.47288 8.41276 5.09718 -1.095 1.816 -0.598 0.025
C 13.08232 7.02641 5.19825 -0.876 -1.238 -0.234 0.005
C 12.60135 9.02821 3.64015 -0.327 -1.351 0.054 0.006
C 12.60794 8.69744 7.91125 -0.795 -1.076 0.558 -0.041
C 11.16359 8.02199 7.92305 -0.100 0.779 0.220 0.004
C 12.71183 9.42474 9.26113 0.743 0.056 0.314 0.091
H 16.49415 10.44588 4.93426 -0.544 -1.042 -0.165 0.000
H 14.93696 10.57620 4.19895 -0.070 -0.281 -0.416 -0.001
H 15.57556 8.88533 4.42977 0.259 0.583 -0.094 0.000
H 15.01965 10.86995 6.71753 0.010 -0.641 -0.588 0.029
H 15.87996 7.89707 6.52367 -0.201 1.083 1.153 0.001
H 15.28120 8.76986 8.07001 0.017 -0.538 0.575 0.000
H 16.69489 9.39331 7.20106 -0.032 -0.570 0.122 0.000
H 11.37124 8.35118 5.33354 1.031 0.002 -0.258 -0.003
H 14.19720 7.01052 5.11823 -1.004 -0.133 -0.543 0.000
H 12.47121 6.38702 4.43284 1.758 0.974 0.974 0.001
H 12.84621 6.52470 6.15350 0.111 0.377 -0.247 0.000
H 13.55792 8.65251 3.17341 -1.193 0.497 0.267 0.000
H 12.55840 10.11706 3.60132 0.175 -0.010 0.192 -0.002
H 11.69158 8.68364 3.07513 1.145 0.121 0.218 0.001
H 13.33634 7.88589 7.83598 -0.012 -0.059 0.525 0.001
H 10.38230 8.71347 7.62075 0.041 0.405 -0.555 0.007
H 10.79078 7.83285 8.95131 0.896 -0.206 -0.333 0.002
H 11.03248 7.10765 7.34521 0.336 0.088 -0.045 0.000
H 12.06025 10.28112 9.36931 -0.832 0.208 -0.266 -0.013
H 13.68174 9.86174 9.47969 0.506 -0.294 -0.125 -0.014
H 12.46549 8.77371 10.12038 0.141 0.120 -0.579 0.002
```
Positions in Å, forces in eV/Å.

Summary:
**Net charge**: +1
**Multiplicity**: 6
**HOMO energy (spin up / spin down)**: -11.492 / -11.934 eV
**LUMO energy (spin up / spin down)**: -2.21 / -4.21 eV
**⟨S²⟩**: 8.761
**Largest force on an atom**: 2.84 eV/A

The following is a DFT calculation (ωB97M-V/def2-TZVPD) of a structure of composition C38H40CoN6.

XYZ file:
```
85
Properties=species:S:1:pos:R:3:forces:R:3:mulliken_spin:R:1
Co 0.90858 -0.48924 -0.55122 -2.021 -3.056 -0.664 2.451
N 1.27920 -2.60479 3.15557 0.368 -0.587 1.361 0.041
N -0.59569 -2.71944 -2.38911 4.474 -0.340 5.229 0.037
C 1.26452 1.48584 -1.11384 0.522 0.573 1.048 0.134
C 2.47821 0.79527 -0.73856 0.062 1.256 0.693 0.102
C 2.33860 0.43296 0.63492 1.200 0.798 0.533 0.030
C 3.31940 -0.37011 1.43847 2.965 4.736 -0.389 0.643
H 4.12122 -0.81981 0.84884 -0.119 0.182 0.264 -0.042
H 2.74220 -1.35648 1.91217 0.133 -0.930 0.181 0.158
H 3.69514 0.13383 2.33413 0.204 0.276 0.059 -0.046
C 1.03693 0.80955 1.09310 0.395 1.025 -0.413 -0.010
C 0.61041 0.65251 2.50524 -0.215 -0.191 0.413 0.003
H 1.41768 0.97387 3.17561 -0.132 0.078 -0.041 0.013
H 0.40107 -0.38639 2.78631 -0.007 0.192 -0.120 -0.003
H -0.28535 1.23464 2.73265 0.068 0.093 -0.059 0.011
C 0.35572 1.46439 0.01454 1.381 0.623 0.351 -0.046
C -0.84234 2.32560 0.22538 -0.669 0.155 -0.001 0.014
H -1.71882 1.78224 0.61100 0.374 0.116 -0.215 -0.005
H -1.16553 2.81990 -0.69918 0.117 -0.076 0.142 -0.001
H -0.60643 3.11347 0.96597 -0.058 -0.174 -0.291 0.003
C 3.76793 0.72819 -1.48715 0.169 -0.051 -0.401 0.046
H 4.39724 1.61093 -1.28947 -0.166 -0.141 -0.060 -0.017
H 3.60576 0.66766 -2.57019 0.031 0.028 0.137 0.005
H 4.36187 -0.14813 -1.19853 -0.161 0.131 -0.066 0.013
C 1.17745 2.42705 -2.25847 -0.224 0.171 -0.703 -0.025
H 0.13876 2.60856 -2.56791 0.332 0.014 0.078 0.002
H 1.71063 2.05115 -3.14473 -0.152 0.120 0.203 0.004
H 1.62478 3.40465 -1.99609 -0.116 -0.301 -0.010 0.005
C 0.68050 -3.53553 3.88935 -1.049 0.516 -1.023 -0.033
H 1.06779 -3.68470 4.89457 -0.192 0.077 0.060 -0.002
C -0.41610 -4.26111 3.39682 0.186 0.020 0.308 0.088
H -0.97017 -4.89259 4.08098 0.028 -0.231 -0.193 0.010
C -0.77316 -4.11254 2.04441 0.351 0.713 -0.666 -0.018
H -1.62763 -4.65035 1.62024 0.348 0.030 0.188 -0.001
C -0.03295 -3.24566 1.22707 -0.250 -0.458 0.772 0.098
H -0.12255 -3.14879 0.14039 -0.515 -0.176 0.288 -0.016
C 1.00461 -2.49543 1.84053 0.689 -0.639 -0.430 -0.136
C 1.98869 -1.74575 1.11910 -4.868 -5.381 -2.854 0.547
H 2.26732 -2.31002 0.19138 0.486 0.567 0.870 -0.017
C -0.04481 -1.45512 -2.20361 -3.374 -0.517 -1.472 -0.070
C 0.19932 -3.33125 -3.35123 -1.928 2.814 -1.835 -0.010
H 0.61244 -4.33827 -3.31214 -1.032 0.008 -0.442 -0.002
C 0.41920 -2.28073 -4.23140 0.411 -1.032 -0.907 0.024
H 0.39537 -2.36797 -5.31467 0.488 0.129 0.505 0.002
N 0.22570 -1.05680 -3.55586 0.698 -1.045 -0.256 0.025
C -0.02683 0.15774 -4.27333 -0.011 -0.401 -0.958 -0.009
C 0.75712 0.38599 -5.42851 -0.445 0.474 0.574 0.005
C 0.45400 1.46755 -6.26979 -0.253 -0.109 0.409 -0.001
H 1.11886 1.67212 -7.11258 -0.214 -0.055 0.143 0.000
C -0.64621 2.30400 -6.02458 0.187 -0.534 0.411 0.000
C -0.94473 3.46825 -6.93172 -0.041 0.219 -0.116 0.000
H -1.51982 4.23388 -6.40294 0.088 -0.049 -0.045 0.000
H -1.52693 3.19481 -7.82214 0.076 -0.142 0.201 0.000
H -0.02019 3.92850 -7.29754 -0.107 -0.041 0.099 0.000
C -1.44181 2.03240 -4.89780 0.492 -0.278 -0.060 -0.002
H -2.28760 2.68703 -4.67609 0.134 -0.220 -0.030 0.000
C -1.16114 0.96251 -4.03049 0.568 -0.176 -0.317 -0.008
C -2.01254 0.62511 -2.85429 -0.330 0.286 0.752 0.015
H -2.62139 -0.27114 -3.04188 0.166 0.171 0.012 -0.004
H -2.68080 1.45317 -2.58950 0.031 -0.106 -0.123 0.001
H -1.37770 0.39322 -1.98010 -0.500 0.192 -0.409 -0.010
C 1.95007 -0.47785 -5.67438 0.851 0.073 -0.611 0.004
H 1.71229 -1.47001 -6.08078 0.207 0.581 0.107 -0.001
H 2.52018 -0.63438 -4.74696 -0.192 -0.043 -0.266 0.000
H 2.59820 0.00552 -6.40829 0.111 0.108 0.043 0.000
N 0.25856 1.62975 9.50288 -1.491 -1.306 -1.465 0.000
C -0.39187 1.10728 8.68114 1.410 1.246 1.277 0.000
C -1.10576 0.63813 7.51883 0.303 0.439 -0.816 -0.001
C -2.06341 1.48011 6.93564 -0.222 -0.039 -0.383 0.001
C -2.60090 1.19650 5.67485 0.389 0.164 0.394 -0.001
C -2.11371 0.12087 4.92352 -0.165 -0.188 0.221 -0.003
C -1.23941 -0.78961 5.54729 0.384 0.313 0.211 -0.006
C -0.66075 -0.47067 6.79218 -0.404 -0.243 -0.452 0.001
N -2.51998 -0.00698 3.56562 -0.162 -0.107 -0.564 0.000
C -2.44597 -1.15293 2.77890 -0.688 0.167 -0.217 -0.009
C -3.02395 -0.86969 1.55978 0.513 0.462 1.581 0.004
N -3.42307 0.45679 1.56172 0.528 0.724 0.903 0.000
C -3.07468 0.97661 2.73940 -0.361 -1.750 -0.645 0.000
H -2.30447 2.42551 7.41877 -0.232 -0.365 0.059 0.000
H -3.39241 1.81934 5.26379 0.340 0.040 0.082 0.000
H -0.96126 -1.72710 5.06502 0.222 0.460 -0.130 0.007
H 0.20944 -1.02689 7.15273 -0.590 -0.127 -0.050 0.000
H -2.09957 -2.08639 3.17300 0.269 -0.143 0.065 0.007
H -3.13552 -1.56535 0.73229 -0.044 0.461 0.108 -0.002
H -3.16708 2.01104 3.05093 -0.057 -0.276 -0.167 0.000
```
Positions in Å, forces in eV/Å.

Summary:
**Net charge**: -1
**ΔE to the lowest compared entry with this formula, charge and spin**: 533.5 kJ/mol
**Multiplicity**: 5
**HOMO energy (spin up / spin down)**: -2.070 / -3.954 eV
**LUMO energy (spin up / spin down)**: 1.87 / 1.87 eV
**⟨S²⟩**: 6.042
**Largest force on an atom**: 7.80 eV/A